This record from OMol25 describes an isolated molecule of C13H13N5O2S2 at a distorted geometry. The level of theory is ωB97M-V with the def2-TZVPD basis set.

The value obtained for the energy above the lowest of the compared OMol25 structures with the same formula, charge and spin is 44.9 kcal/mol. The gap between HOMO and LUMO comes out at 8.8 eV. Its HOMO energy is -8.98 eV. The SMILES is Cc1cc(S(=O)(=O)NCc2cccs2)ccc1-n1cnnn1.

Geometry as XYZ:
```
35
Properties=species:S:1:pos:R:3:lowdin_charge:R:1
S -1.21091 0.03450 -4.96925 1.032
S 0.82978 1.00507 -1.76271 0.651
O 1.43012 2.29207 -1.93410 -0.281
O 1.34410 -0.10929 -2.50278 -0.272
N 1.36161 -1.37613 4.49420 0.051
N 0.58867 -0.39722 3.99289 -0.054
N 0.09562 -0.68614 6.07650 0.024
N -0.81678 1.22567 -2.01809 -0.137
N 1.06270 -1.51953 5.70988 -0.041
C 0.60533 1.59338 0.88878 -0.007
C -0.63457 -2.45401 -4.87536 -0.180
C 0.54042 1.32366 2.25154 -0.178
C -1.59237 0.01247 -2.19525 -0.246
C 0.94472 -0.73370 0.36996 -0.043
C 0.79543 0.58091 -0.02648 -0.267
C -1.24752 -0.75687 -3.42887 -0.553
C 0.38302 2.45142 3.22348 -0.036
C 0.87141 -1.03196 1.71675 0.014
C -0.20214 0.01606 5.01804 -0.136
C -0.91821 -2.07026 -3.54501 -0.139
C -0.74993 -1.42535 -5.74956 -0.407
C 0.65266 -0.01540 2.64452 -0.148
H -0.35114 -3.45093 -5.16080 0.102
H -0.96196 1.90225 -2.75421 0.096
H -0.66959 2.62039 3.45173 0.088
H 0.99013 -2.04300 2.07470 0.115
H -1.40673 -0.61333 -1.31769 0.119
H -0.59017 -1.42390 -6.80921 0.061
H -0.87417 -2.74437 -2.70849 0.113
H -0.96332 0.76110 4.95359 0.119
H 1.12720 -1.49153 -0.37459 0.117
H -2.65085 0.29819 -2.20011 0.128
H 0.77643 3.36628 2.78842 0.087
H 0.53073 2.60490 0.52265 0.126
H 0.91026 2.25461 4.15491 0.082
```

This record from OMol25 describes a structure of composition C13H13N7O5Rh. The level of theory is ωB97M-V with the def2-TZVPD basis set.

The value obtained for the energy above the lowest of the compared OMol25 structures with the same formula, charge and spin is 27.7 kcal/mol. The gap between HOMO and LUMO comes out at 8.6 eV. As for the net charge: +1. Its HOMO energy is -12.00 eV.

Geometry as XYZ:
```
39
Properties=species:S:1:pos:R:3:lowdin_charge:R:1
Rh -1.08714 0.39472 0.07180 1.241
O 1.33416 3.60086 -0.19503 0.100
O -1.65256 -0.37751 1.90350 -0.143
O 4.04273 0.38360 3.13188 0.113
O -0.57446 2.43717 0.05529 -0.141
O -0.75184 -1.82496 3.36971 0.103
N -0.21789 0.51998 -1.78085 -0.006
N -0.08267 -3.14804 -1.62300 0.139
N 0.87669 -0.49088 -3.37824 0.138
N -3.11236 0.83039 -0.45595 -0.081
N 0.54576 0.51031 1.15963 -0.006
N -1.00050 -1.57698 -0.41924 -0.010
N -3.22882 1.74499 0.64996 -0.043
C 2.61415 1.51224 1.56568 0.096
C 0.70813 2.63283 0.17089 -0.586
C 0.25072 1.47952 -2.63937 -0.054
C 1.39261 1.50584 0.93322 -0.137
C -0.25102 -1.82255 -1.48700 -0.221
C 0.17454 -0.66153 -2.24545 -0.221
C 1.88094 -0.43872 2.82661 0.107
C -0.75099 -3.76787 -0.59124 -0.023
C -1.31614 -2.78188 0.15678 -0.051
C 2.87820 0.48429 2.47935 -0.262
C 0.93225 0.85899 -3.64058 -0.025
C -0.66296 -0.96384 2.52742 -0.584
C 0.68888 -0.36819 2.15109 -0.131
H 0.43318 -3.62020 -2.34689 0.173
H -4.05220 1.75116 1.23319 0.099
H -0.76343 -4.83730 -0.48283 0.132
H -3.71009 0.03654 -0.24503 0.114
H 1.44478 1.25005 -4.50084 0.131
H 4.64014 1.10348 2.89708 0.129
H 1.27981 -1.21072 -3.95473 0.173
H -2.95078 2.67070 0.36136 0.078
H 0.08042 2.52792 -2.46391 0.126
H 2.01506 -1.12753 3.64862 0.147
H -3.44188 1.29133 -1.29970 0.115
H -1.90223 -2.84431 1.05787 0.127
H 3.29676 2.33610 1.39892 0.142
```

This record from OMol25 describes a structure of composition C13H13N8O4Zn at a distorted geometry. The level of theory is ωB97M-V with the def2-TZVPD basis set.

The value obtained for the energy above the lowest of the compared OMol25 structures with the same formula, charge and spin is 0.0 kcal/mol. The gap between HOMO and LUMO comes out at 8.4 eV. As for the net charge: +1. Its HOMO energy is -12.00 eV.

Geometry as XYZ:
```
39
Properties=species:S:1:pos:R:3:lowdin_charge:R:1
Zn 0.12454 -0.04489 0.06380 0.739
O 3.68997 0.23120 -1.91407 0.124
O -1.54384 2.05068 0.19279 0.076
O 3.99902 0.40956 0.91992 0.124
O -3.59203 1.45472 0.61511 0.102
N 0.11686 0.17260 -2.13146 0.042
N -4.00367 -1.21158 0.40302 0.249
N 2.03524 0.12706 -0.26805 0.032
N -0.54849 -2.29688 0.37188 0.075
N -1.94805 -0.05702 0.29453 0.064
N 0.63887 0.70006 2.02449 0.037
N -2.43494 1.23939 0.36363 -0.417
N -1.97187 -2.35212 0.22972 0.043
C 0.69569 0.47967 -4.85565 -0.024
C -0.88315 0.32688 -3.00940 -0.109
C -2.69650 -1.16420 0.27535 -0.343
C 1.89974 0.82609 4.47114 -0.043
C -0.61338 0.45646 -4.38260 -0.038
C 1.72378 0.34223 -3.93157 0.024
C 1.95633 0.68271 2.06904 -0.188
C 0.53398 0.80842 4.39921 -0.057
C -0.09007 0.75395 3.15687 -0.097
C 1.42046 0.24511 -2.57240 -0.145
C 2.64155 0.80893 3.29293 0.040
C 2.53568 0.19545 -1.54812 -0.431
C 2.79103 0.37363 0.85607 -0.433
H -4.48836 -0.35293 0.33524 0.100
H -4.51803 -2.03451 0.30702 0.119
H -0.06584 0.89569 5.36000 0.140
H 3.73712 0.91870 3.23188 0.138
H -0.11461 -2.64909 -0.48211 0.120
H -1.36840 0.59525 -5.14907 0.112
H -1.17670 0.85555 2.96208 0.116
H -1.91432 0.38131 -2.63917 0.110
H 2.76607 0.30057 -4.16226 0.120
H -0.21246 -2.75684 1.16133 0.091
H 0.96567 0.58163 -5.90807 0.126
H -2.45093 -3.18254 0.11857 0.125
H 2.36404 0.88908 5.47842 0.134
```

This record from OMol25 describes an isolated molecule of C13H13NO4. The level of theory is ωB97M-V with the def2-TZVPD basis set.

The value obtained for the energy above the lowest of the compared OMol25 structures with the same formula, charge and spin is 13.4 kcal/mol. The gap between HOMO and LUMO comes out at 9.5 eV. Its HOMO energy is -9.59 eV. The SMILES is O=C1CC[C@H](C(=O)OCC(=O)c2ccccc2)N1.

Geometry as XYZ:
```
31
Properties=species:S:1:pos:R:3:lowdin_charge:R:1
O -0.63584 0.48840 -5.71692 0.068
O 0.77462 -0.23805 -1.23423 0.143
O -0.97007 -0.99625 1.11744 0.127
O -0.45714 1.26265 -0.10380 0.019
N -0.78564 0.05237 -3.48448 0.127
C 0.31563 1.00311 1.05613 -0.085
C 2.25757 -0.55691 4.60016 -0.074
C 1.02921 -2.61042 4.40326 -0.067
C -0.17559 0.49282 -1.16016 -0.452
C 1.97409 -1.83514 5.05641 -0.074
C -1.44619 2.14376 -2.65959 -0.108
C 1.60516 -0.04822 3.49269 -0.026
C -0.08792 -0.35732 1.63856 -0.314
C -1.68911 2.06683 -4.16535 -0.073
C 0.65263 -0.82164 2.82827 -0.148
C 0.37212 -2.10659 3.29847 -0.007
C -1.21016 0.67478 -2.25845 -0.204
C -0.96172 0.79668 -4.59802 -0.495
H 1.38223 0.99016 0.80528 0.141
H -2.27579 2.58320 -2.11133 0.118
H -1.31692 2.93054 -4.71149 0.120
H 1.83820 0.94933 3.15483 0.108
H -2.74819 1.94432 -4.39888 0.125
H -0.54875 2.72852 -2.45345 0.125
H -0.36643 -2.69332 2.77331 0.120
H -2.13987 0.21372 -1.88866 0.168
H 0.09144 1.80916 1.75621 0.145
H 2.99317 0.04587 5.11152 0.105
H -0.24567 -0.79829 -3.46876 0.159
H 2.49051 -2.22500 5.92081 0.105
H 0.80706 -3.60604 4.75638 0.106
```